{"formula": "C27H29FI2O9P", "method": "ωB97M-V with the def2-TZVPD basis set", "symbols": ["C", "C", "C", "C", "C", "C", "C", "C", "C", "O", "O", "C", "C", "C", "C", "O", "O", "C", "I", "C", "C", "C", "O", "C", "C", "P", "O", "O", "O", "C", "C", "C", "C", "I", "C", "C", "C", "C", "O", "H", "H", "H", "H", "H", "H", "H", "H", "H", "H", "H", "H", "H", "H", "H", "H", "H", "H", "H", "H", "H", "H", "H", "H", "H", "H", "H", "H", "H", "F"], "coordinates": [[1.40029, 3.38200, 3.18894], [1.68730, 2.41547, 4.48744], [0.71427, 1.07256, 4.55086], [0.55697, 0.54175, 3.00772], [0.28015, -1.10406, 2.89730], [0.57853, -1.46518, 1.29180], [2.07956, -1.96691, 0.85571], [3.24821, -2.10373, 1.99815], [3.30539, -3.56451, 2.75307], [4.44613, -3.82439, 3.44874], [2.23564, -4.57436, 2.77944], [2.31954, -2.26931, -0.77161], [3.84407, -2.75778, -1.17899], [4.85256, -1.48397, -1.56369], [6.39963, -1.84589, -1.05922], [7.34672, -2.37639, -1.83820], [6.77237, -1.51817, 0.34993], [1.08482, -2.05992, -1.87765], [1.55837, -2.43306, -4.02670], [-0.41115, -1.57064, -1.41739], [-0.64394, -1.27779, 0.21279], [-2.19123, -0.79425, 0.60587], [-2.87421, -1.22696, 1.66838], [-2.90403, 0.24829, -0.44116], [-3.81249, 1.46750, 0.17203], [-4.15205, 1.81974, 2.02000], [-5.00920, 3.16667, 2.24692], [-5.04914, 0.55045, 2.83806], [-2.66973, 2.03393, 2.91557], [-4.53190, 2.47877, -0.93399], [-4.27105, 2.24779, -2.56555], [-3.31372, 1.02404, -3.16826], [-3.04207, 0.84404, -4.80847], [-0.86752, 0.90578, -5.29338], [-3.77566, 1.99471, -5.71824], [-3.02440, 2.26061, -7.18578], [-2.64509, -0.00131, -2.07213], [-1.68600, -1.31149, -2.46864], [-1.89698, -2.06937, -3.56449], [1.86992, 4.47267, 3.30330], [0.27262, 3.49647, 2.89819], [1.97113, 2.89678, 2.26920], [2.82325, 2.08751, 4.44240], [1.48910, 3.07312, 5.45519], [1.18434, 0.21007, 5.18752], [-0.32408, 1.35992, 5.00760], [-0.31097, 1.04387, 2.39583], [1.54468, 0.71617, 2.36029], [-0.79846, -1.40617, 3.24016], [1.03008, -1.64712, 3.62828], [4.33362, -1.89695, 1.57521], [3.08619, -1.29732, 2.85413], [2.15300, -4.99736, 1.86622], [3.81419, -3.57059, -2.03524], [4.38219, -3.29213, -0.25733], [4.81142, -1.34483, -2.73944], [4.54785, -0.51775, -0.96502], [6.81252, -2.35730, 0.90788], [-5.93849, 0.47312, 2.38270], [-2.71734, 2.83946, 3.50945], [-5.20272, 3.34197, -0.51322], [-4.83108, 3.03597, -3.26538], [-3.49420, -0.22991, -5.06534], [-3.85443, 3.05115, -5.21465], [-4.86047, 1.58440, -5.98399], [-3.84474, 2.80046, -7.86226], [-2.70704, 1.27226, -7.72643], [-2.14251, 3.05548, -7.09110], [-1.03849, -3.10806, 3.10064]], "atomic_forces_ev_per_a": [[0.875, -0.079, -0.680], [-0.387, 0.447, 0.471], [0.327, 0.504, -1.338], [0.232, -1.240, -0.943], [0.748, 1.608, -0.544], [-0.249, -0.898, -1.112], [-3.324, 0.764, -3.162], [-0.561, -0.100, -0.236], [4.982, -2.227, 3.208], [-7.327, 1.692, -4.331], [2.903, 2.186, -1.654], [-2.129, 0.949, 1.845], [0.046, -0.156, 0.525], [0.468, -0.327, 0.330], [4.407, -2.403, -2.948], [-6.205, 3.300, 4.837], [-1.552, -1.795, -2.099], [-0.679, 0.616, 3.890], [-0.419, 0.346, 2.110], [2.249, -0.055, 2.395], [2.314, -0.750, -1.686], [-2.001, -2.040, 3.911], [4.284, 3.200, -6.765], [-0.830, 1.520, -1.625], [0.587, -0.849, -4.955], [-2.580, 3.792, 3.495], [3.027, -4.643, -1.633], [1.286, 2.046, -2.528], [-2.515, -0.481, -1.464], [2.619, -3.297, -1.167], [1.158, -1.679, 2.772], [-0.479, 0.464, 3.442], [-1.843, 0.109, 1.165], [-0.972, -0.333, 0.799], [-0.083, -0.244, -1.176], [-1.099, 0.997, -0.125], [-1.660, 2.273, 1.381], [-0.120, -2.360, -3.464], [1.215, 4.949, 6.827], [-1.039, -2.398, 0.035], [2.098, -0.324, 0.711], [-1.413, 1.097, 1.784], [-2.344, 0.702, 0.219], [0.656, -1.464, -1.858], [-0.803, 1.765, -1.091], [1.919, -0.613, -0.927], [1.666, -0.672, 1.432], [-1.846, -0.014, 1.626], [1.996, -0.025, -1.036], [-1.507, 0.850, -1.816], [-2.383, -0.590, 0.774], [0.100, -1.804, -1.864], [-0.073, 1.201, 1.519], [0.053, 1.941, 1.610], [-1.647, 1.092, -1.794], [0.406, -0.069, 2.661], [0.457, -1.978, -1.335], [0.069, 1.326, -1.314], [1.471, 0.280, 0.590], [-0.580, -1.230, -1.182], [1.474, -1.829, -1.003], [1.531, -2.132, 1.618], [1.442, 2.357, 0.418], [0.201, -2.282, -0.708], [2.221, 1.001, 0.792], [1.687, -1.216, 1.357], [-0.476, 2.000, 1.169], [-1.805, -2.120, -0.141], [-0.245, -0.660, -0.015]], "e_tot_ha": -2759.1807, "multiplicity": 1, "max_force_ev_per_a": 8.68, "charge": -1, "e_homo_ev": -4.332, "relative_energy_ev": 26.7612}